i) Molecular formula: C3H5BrN3
Method: DFT, wB97M-V/def2-TZVPD

Calculated values
**E_LUMO**: -4.70 eV
**HOMO energy**: -15.1 eV
**Charge**: +1
**Gap between HOMO and LUMO**: 10.40 eV
**2S+1**: 1
**SMILES**: Cc1[nH+]cnn1Br

Positions of all 12 atoms, in Å:
C  0.801  0.835  -2.104
C  0.550  -0.307  -0.244
C  -0.005  -0.721  1.052
N  1.895  0.136  -1.969
N  1.751  -0.523  -0.783
N  -0.024  0.563  -1.092
Br  3.081  -1.709  -0.225
H  0.503  1.287  -3.056
H  0.857  -1.258  1.757
H  -0.861  -1.412  0.922
H  -0.514  0.048  1.693
H  -0.946  1.023  -0.847



ii) Molecular formula: C3H5BrN3
Method: DFT, wB97M-V/def2-TZVPD

Calculated values
**E_LUMO**: -4.31 eV
**HOMO energy**: -14.8 eV
**Charge**: +1
**Gap between HOMO and LUMO**: 10.51 eV
**2S+1**: 1
**SMILES**: C[n+]1[nH]cnc1Br

Positions of all 12 atoms, in Å:
C  -0.103  1.811  0.830
C  -0.457  -0.496  1.151
C  0.224  -1.207  -1.097
N  -0.571  1.205  1.834
N  0.249  1.064  -0.256
N  0.027  -0.263  -0.027
Br  -0.945  -2.015  1.971
H  -0.006  2.887  0.791
H  1.103  -0.939  -1.684
H  0.370  -2.208  -0.687
H  -0.654  -1.204  -1.752
H  0.763  1.365  -1.075



It is i) that is most stable; the runner-up trails by 0.0473 hartree.



i) Molecular formula: C5H10O2S
Method: DFT, wB97M-V/def2-TZVPD

Calculated values
**E_LUMO**: 0.48 eV
**HOMO energy**: -9.1 eV
**Gap between HOMO and LUMO**: 9.60 eV
**2S+1**: 1
**SMILES**: C[C@]1(O)[C@H](S)[C@@]1(C)O

Positions of all 18 atoms, in Å:
C  -1.606  -1.075  0.110
C  -0.697  -0.037  0.585
C  0.141  0.767  -0.482
C  0.727  -0.200  0.655
C  1.494  -1.478  0.269
H  -1.743  -1.982  0.829
H  -2.643  -0.783  0.036
H  -1.249  -1.373  -1.014
H  -1.154  0.112  2.397
H  0.294  1.737  -0.098
H  1.137  -0.194  -2.498
H  1.639  -1.873  -0.938
H  1.146  -2.376  0.832
H  2.616  -1.185  0.605
H  0.538  0.643  2.303
O  -1.220  0.807  1.652
O  1.329  0.377  1.741
S  -0.113  0.621  -2.276



ii) Molecular formula: C5H10O2S
Method: DFT, wB97M-V/def2-TZVPD

Calculated values
**E_LUMO**: 0.48 eV
**HOMO energy**: -7.9 eV
**Gap between HOMO and LUMO**: 8.35 eV
**2S+1**: 1
**SMILES**: CC(C)=C=O.CSO

Positions of all 18 atoms, in Å:
C  -0.772  0.695  0.017
C  -2.701  -0.733  -0.046
C  -3.059  1.502  -0.943
C  4.689  -0.414  0.960
C  -2.011  0.587  -0.314
O  0.369  0.546  0.378
O  2.573  -1.339  -0.125
S  3.419  0.036  -0.290
H  -2.982  -1.216  -0.944
H  -2.185  -1.479  0.600
H  -3.545  -0.466  0.564
H  -3.953  1.338  -0.316
H  -3.376  1.121  -1.877
H  -2.801  2.475  -1.029
H  4.131  -0.752  1.843
H  5.349  0.392  0.938
H  5.241  -1.170  0.547
H  1.613  -1.124  0.035



It is ii) that is most stable; the runner-up trails by 0.0170 hartree.



i) Molecular formula: C3H5N3O2S
Method: DFT, wB97M-V/def2-TZVPD

Calculated values
**E_LUMO**: 0.48 eV
**HOMO energy**: -8.3 eV
**Gap between HOMO and LUMO**: 8.82 eV
**2S+1**: 1
**SMILES**: Nc1[nH]ncc1[SH](=O)=O

Positions of all 14 atoms, in Å:
C  -1.630  1.141  0.005
C  -0.930  0.332  -0.778
C  0.052  -0.611  0.463
N  -1.597  0.831  1.288
N  -0.662  -0.151  1.499
N  1.105  -1.335  0.311
O  -1.024  0.706  -3.464
O  0.975  -0.310  -2.228
S  -0.164  0.623  -2.290
H  -2.294  1.840  -0.435
H  -0.600  -0.308  2.460
H  1.287  -1.338  -0.739
H  1.592  -1.770  0.990
H  0.509  1.967  -2.372



ii) Molecular formula: C3H5N3O2S
Method: DFT, wB97M-V/def2-TZVPD

Calculated values
**E_LUMO**: 0.54 eV
**HOMO energy**: -10.0 eV
**Gap between HOMO and LUMO**: 10.54 eV
**2S+1**: 1

Positions of all 14 atoms, in Å:
C  -0.805  -0.351  0.173
C  1.314  1.820  -0.405
C  -0.442  -1.627  -0.361
N  -1.190  0.675  0.496
N  2.037  1.006  -0.752
N  0.449  2.720  -0.151
O  2.457  -1.427  -0.156
O  3.571  0.229  1.207
S  3.430  -0.344  -0.138
H  -1.248  -2.366  -0.230
H  0.492  -1.925  0.030
H  -0.243  -1.355  -1.372
H  0.652  3.677  0.090
H  -0.519  2.345  0.078



It is ii) that is most stable; the runner-up trails by 0.0946 hartree.